a) Computed, not measured: a single C4H6N2O molecule, with wB97M-V/def2-TZVPD.

Results
* charge: 0
* LUMO: 0.0258 Ha
* gap between HOMO and LUMO: 8.72 eV
* SMILES string: Cc1ncc(O)[nH]1
* highest occupied orbital energy: -8.01 eV
* multiplicity: 1

Last column: Löwdin charge in e.
CARTESIAN COORDINATES (ANGSTROEM)
C1 2.174 -0.218 0.139  -0.027
C2 0.717 -0.140 -0.176  -0.412
N1 0.113 -0.701 -1.189  0.085
C3 -1.237 -0.448 -1.026  -0.106
C4 -1.429 0.272 0.116  -0.377
O1 -2.503 0.774 0.774  0.072
N2 -0.190 0.476 0.657  0.156
H1 2.723 -0.481 -0.768  0.079
H2 2.366 -0.990 0.893  0.077
H3 2.564 0.730 0.526  0.073
H4 -1.976 -0.803 -1.735  0.100
H5 -3.301 0.488 0.315  0.115
H6 0.001 1.024 1.482  0.165



b) Computed, not measured: a single C4H6N2O molecule, with wB97M-V/def2-TZVPD.

Results
* charge: 0
* LUMO: 0.0250 Ha
* gap between HOMO and LUMO: 8.89 eV
* SMILES string: Cc1cc(=O)[nH][nH]1
* highest occupied orbital energy: -8.21 eV
* multiplicity: 1

Last column: Löwdin charge in e.
CARTESIAN COORDINATES (ANGSTROEM)
C1 -1.940 -0.009 -0.029  -0.023
C2 -0.446 0.027 -0.077  -0.319
C3 0.408 -0.110 -1.126  0.042
C4 1.776 -0.055 -0.622  -0.496
O1 2.870 -0.111 -1.165  0.009
N1 1.604 0.072 0.751  0.080
N2 0.273 0.244 1.064  0.035
H1 -2.358 0.983 0.173  0.085
H2 -2.294 -0.694 0.750  0.082
H3 -2.329 -0.360 -0.987  0.083
H4 0.147 -0.247 -2.165  0.112
H5 2.344 0.122 1.426  0.156
H6 -0.054 0.138 2.007  0.155



Which of them is the most stable? Correct choice: a).



a) Computed, not measured: a single C4H6N2O molecule, with wB97M-V/def2-TZVPD.

Results
* charge: 0
* LUMO: 0.0069 Ha
* gap between HOMO and LUMO: 11.49 eV
* SMILES string: [H]/N=C(\C#N)OCC
* highest occupied orbital energy: -11.30 eV
* multiplicity: 1

Last column: Löwdin charge in e.
CARTESIAN COORDINATES (ANGSTROEM)
H1 2.929 -1.145 -0.746  0.077
N1 1.984 -0.878 -1.016  0.213
C1 1.495 -0.049 -0.202  -0.473
C2 2.192 0.443 0.992  -0.115
N2 2.742 0.803 1.944  0.169
O1 0.274 0.489 -0.377  -0.065
C3 -0.829 -0.254 0.170  -0.232
C4 -2.081 0.397 -0.370  -0.070
H2 -0.747 -1.301 -0.144  0.124
H3 -0.788 -0.209 1.267  0.124
H4 -2.139 0.259 -1.453  0.083
H5 -2.978 -0.025 0.093  0.081
H6 -2.054 1.469 -0.159  0.083



b) Computed, not measured: 2 unconnected molecules or ions with the total composition C4H6N2O, with wB97M-V/def2-TZVPD.

Results
* charge: 0
* LUMO: 0.0195 Ha
* gap between HOMO and LUMO: 9.23 eV
* highest occupied orbital energy: -8.70 eV
* multiplicity: 1

Last column: Löwdin charge in e.
CARTESIAN COORDINATES (ANGSTROEM)
C1 -2.282 0.557 0.316  -0.051
O1 -1.592 -0.500 -0.370  -0.091
C2 -0.328 -0.296 -0.657  -0.189
N1 0.354 0.742 -0.615  -0.083
N2 1.450 1.208 -0.222  0.066
C3 2.487 -1.143 0.229  -0.016
C4 1.461 -1.784 0.255  -0.036
H1 -3.286 0.182 0.521  0.091
H2 -1.767 0.802 1.249  0.097
H3 -2.327 1.437 -0.333  0.094
H4 1.777 1.875 -0.931  0.065
H5 3.438 -0.658 0.226  0.023
H6 0.613 -2.425 0.333  0.030



Which of them is the most stable? Correct choice: a).